1.
C12H18N4O6 in the gas phase, computed with ωB97M-V with the def2-TZVPD basis set.

The geometry in XYZ format:
```
40
Properties=species:S:1:pos:R:3:lowdin_charge:R:1
C 6.812 1.301 -1.638 -0.063
C 5.622 1.112 -2.568 -0.216
H 5.862 0.427 -3.383 0.122
H 5.302 2.078 -2.972 0.122
O 4.519 0.503 -1.893 0.006
C 3.751 1.321 -1.152 -0.526
O 3.904 2.500 -1.039 0.146
N 2.759 0.550 -0.566 0.204
C 1.763 1.006 0.262 -0.405
O 1.618 2.151 0.612 0.107
C 0.828 -0.068 0.717 -0.018
C -0.210 0.308 1.510 0.045
N -1.125 -0.539 2.011 0.004
C -1.086 -1.896 1.712 -0.466
O -1.894 -2.685 2.135 0.093
N -0.032 -2.266 0.917 0.226
C 0.956 -1.469 0.358 -0.390
O 1.808 -1.975 -0.349 0.076
H 0.013 -3.254 0.685 0.177
C -2.274 -0.042 2.743 -0.112
H -1.953 0.732 3.442 0.132
C -3.318 0.513 1.769 -0.206
N -3.584 -0.468 0.738 -0.072
H -3.865 -1.349 1.159 0.114
C -4.567 -0.044 -0.235 -0.225
C -4.764 -1.135 -1.290 -0.272
O -5.617 -0.734 -2.330 -0.062
H -6.478 -0.504 -1.961 0.086
H -5.140 -2.050 -0.806 0.119
H -3.805 -1.364 -1.759 0.123
H -4.194 0.861 -0.724 0.126
H -5.544 0.201 0.227 0.122
H -2.928 1.409 1.276 0.122
H -4.216 0.804 2.343 0.124
H -2.690 -0.888 3.295 0.127
H -0.310 1.355 1.770 0.154
H 2.771 -0.451 -0.776 0.123
H 7.102 0.349 -1.200 0.078
H 6.553 1.994 -0.842 0.075
H 7.651 1.704 -2.198 0.077
```

structure (SMILES) = CCOC(=O)NC(=O)c1cn(CCNCCO)c(=O)[nH]c1=O
frontier orbital gap = 9.5 eV
lowest unoccupied orbital energy = 0.0 eV
net charge = 0
relative energy (zero: lowest compared OMol25 entry of this formula, charge and spin) = 0.2264 eV
highest occupied orbital energy = -9.54 eV

2.
2 unconnected molecules or ions with the total composition C12H18NO4 in a non-equilibrium geometry, computed with ωB97M-V with the def2-TZVPD basis set.

The geometry in XYZ format:
```
35
Properties=species:S:1:pos:R:3:lowdin_charge:R:1
O -3.295 -4.409 -0.318 0.155
C -2.996 -3.291 -0.603 -0.466
O -2.840 -2.843 -1.929 0.051
C -2.746 -2.270 0.573 -0.064
C -3.663 -0.961 0.398 -0.114
C -2.708 0.165 -0.130 -0.139
C -1.799 0.810 0.845 0.054
C -0.893 1.824 0.300 0.010
N -0.917 2.117 -1.037 0.077
C -1.755 1.560 -1.973 -0.009
C -2.697 0.540 -1.571 0.041
H -1.899 -2.640 -2.097 0.121
H -1.661 -1.963 0.472 0.121
H -2.855 -2.736 1.582 0.130
H -4.509 -1.140 -0.318 0.129
H -4.128 -0.636 1.364 0.127
H -1.793 0.518 1.919 0.137
H -0.175 2.336 0.999 0.118
H -0.242 2.815 -1.368 0.182
H -1.725 1.828 -3.061 0.151
H -3.400 0.011 -2.251 0.128
O 1.650 2.398 1.677 0.059
C 2.556 1.679 1.315 -0.510
O 2.850 1.593 0.011 -0.004
C 4.013 0.924 -0.511 -0.217
C 3.759 -0.558 -0.689 -0.061
C 3.295 0.813 2.296 0.024
H 4.890 1.130 0.104 0.120
H 4.207 1.376 -1.485 0.126
H 3.546 -1.046 0.264 0.070
H 4.625 -1.044 -1.139 0.090
H 2.891 -0.721 -1.331 0.080
H 2.734 -0.108 2.455 0.102
H 3.372 1.354 3.240 0.101
H 4.312 0.577 1.996 0.078
```

frontier orbital gap = 9.0 eV
lowest unoccupied orbital energy = -4.2 eV
net charge = +1
highest occupied orbital energy = -13.24 eV

3.
A molecular structure, C12H18O2PdSe2 in a non-equilibrium geometry, computed with ωB97M-V with the def2-TZVPD basis set.

The geometry in XYZ format:
```
35
Properties=species:S:1:pos:R:3:lowdin_charge:R:1
Pd 0.395 0.797 0.030 0.206
C 4.363 0.817 -0.180 -0.041
C 3.158 1.653 0.132 -0.301
C 2.451 1.460 1.331 -0.100
C 1.331 2.250 1.640 -0.167
C 0.917 3.243 0.739 -0.138
C 1.609 3.425 -0.459 -0.087
C 2.708 2.625 -0.763 -0.055
H 4.876 0.519 0.732 0.083
H 5.057 1.366 -0.811 0.082
H 4.057 -0.086 -0.714 0.072
H 2.832 0.758 2.065 0.119
H 0.854 2.163 2.613 0.114
H 0.086 3.893 0.990 0.112
H 1.301 4.204 -1.141 0.113
H 3.234 2.769 -1.697 0.119
O -4.045 -2.303 0.404 -0.055
C -2.980 -2.669 -0.450 -0.226
C -1.896 -1.558 -0.415 -0.565
C -1.606 -1.229 1.071 -0.263
O -1.333 -2.361 1.855 -0.046
C -2.532 -0.358 -1.127 -0.534
Se -1.670 1.428 -1.028 0.613
C -0.670 -2.150 -1.120 -0.529
Se 0.936 -1.022 -1.411 0.607
H -4.816 -2.845 0.213 0.099
H -3.329 -2.802 -1.482 0.131
H -2.538 -3.620 -0.118 0.126
H -2.463 -0.672 1.478 0.129
H -0.684 -0.584 1.138 0.056
H -2.162 -2.826 2.016 0.085
H -3.524 -0.197 -0.695 0.058
H -2.648 -0.576 -2.194 0.063
H -0.958 -2.511 -2.109 0.058
H -0.313 -2.999 -0.532 0.060
```

frontier orbital gap = 6.3 eV
lowest unoccupied orbital energy = -1.1 eV
net charge = 0
highest occupied orbital energy = -7.44 eV

4.
C12H18O6 in the gas phase, computed with ωB97M-V with the def2-TZVPD basis set.

The geometry in XYZ format:
```
36
Properties=species:S:1:pos:R:3:lowdin_charge:R:1
C -1.262 2.425 -2.696 -0.071
C -1.005 1.831 -1.313 -0.259
O -2.168 1.639 -0.519 -0.146
C -3.192 0.894 -1.132 -0.207
C -2.772 -0.524 -1.545 -0.184
O -1.808 -1.101 -0.693 -0.140
C -2.238 -1.328 0.636 -0.172
C -1.182 -0.844 1.602 -0.175
O -0.055 -1.706 1.543 -0.104
C 1.142 -1.125 1.989 -0.144
C 2.153 -0.840 0.919 -0.020
C 3.442 -0.537 1.134 -0.124
C 4.180 -0.470 2.430 -0.005
C 4.068 -0.235 -0.177 -0.401
O 5.224 -0.176 -0.463 0.173
O 3.050 -0.116 -1.104 0.127
C 1.955 -0.825 -0.568 -0.351
O 1.183 -1.381 -1.271 0.199
H -1.464 1.639 -3.427 0.071
H -0.352 2.922 -3.032 0.077
H -2.089 3.133 -2.681 0.080
H -0.445 0.895 -1.406 0.102
H -0.379 2.523 -0.743 0.119
H -3.612 1.405 -2.007 0.118
H -4.001 0.839 -0.400 0.118
H -2.319 -0.514 -2.539 0.122
H -3.662 -1.164 -1.608 0.128
H -3.188 -0.835 0.851 0.124
H -2.351 -2.409 0.782 0.135
H -0.912 0.183 1.334 0.125
H -1.593 -0.830 2.619 0.132
H 1.611 -1.782 2.728 0.136
H 0.932 -0.177 2.501 0.142
H 3.985 -1.378 3.007 0.090
H 3.871 0.398 3.013 0.096
H 5.251 -0.430 2.236 0.087
```

structure (SMILES) = CCOCCOCCOCC1=C(C)C(=O)OC1=O
frontier orbital gap = 9.0 eV
lowest unoccupied orbital energy = -0.4 eV
net charge = 0
relative energy (zero: lowest compared OMol25 entry of this formula, charge and spin) = 2.1138 eV
highest occupied orbital energy = -9.45 eV

5.
C12H19B2N5O2 in the gas phase in a non-equilibrium geometry, computed with ωB97M-V with the def2-TZVPD basis set.

The geometry in XYZ format:
```
40
Properties=species:S:1:pos:R:3:lowdin_charge:R:1
C -4.614 -0.249 0.728 -0.154
N -3.820 0.066 1.956 -0.143
C -2.668 -0.909 2.100 -0.191
C -1.344 -0.116 1.684 -0.098
C -0.844 0.997 2.707 -0.016
C 0.399 1.825 2.335 -0.004
C 1.222 1.646 0.986 -0.158
N 2.332 2.542 0.798 0.118
C 2.927 2.236 -0.468 -0.107
B 4.204 3.187 -0.919 -0.430
N 3.896 4.255 -1.963 0.091
O 5.523 3.068 -0.353 0.074
C 2.511 1.115 -1.464 -0.042
N 1.402 0.254 -1.216 0.070
C 0.729 0.538 0.023 -0.128
C -0.547 -0.343 0.354 0.042
B -1.092 -1.490 -0.705 -0.499
O -2.148 -1.062 -1.596 0.053
N -0.502 -2.850 -0.625 -0.095
C -0.521 -3.582 -1.929 -0.101
C 0.914 -2.850 -0.140 -0.124
H -5.092 -1.290 0.782 0.091
H -4.034 -0.089 -0.248 0.073
H -5.490 0.510 0.700 0.087
H -3.475 1.035 1.915 0.090
H -2.593 -1.109 3.239 0.118
H -2.840 -1.890 1.545 0.123
H -1.409 1.198 3.694 0.107
H 0.737 2.654 3.063 0.098
H 3.446 3.728 -2.736 0.063
H 3.108 4.799 -1.546 0.081
H 6.090 2.484 -0.902 0.107
H 3.112 0.971 -2.435 0.119
H -1.786 -0.995 -2.515 0.108
H 0.510 -3.885 -2.326 0.096
H -1.094 -4.575 -1.744 0.105
H -1.069 -3.053 -2.780 0.083
H 1.007 -2.535 0.968 0.108
H 1.263 -3.957 -0.162 0.098
H 1.651 -2.279 -0.804 0.086
```

structure (SMILES) = CNCc1ccc2nc(B(N)O)cnc2c1B(O)N(C)C
frontier orbital gap = 7.4 eV
lowest unoccupied orbital energy = -0.9 eV
net charge = 0
highest occupied orbital energy = -8.26 eV

6.
A molecular structure, C12H19BEuN11O4S5 in a non-equilibrium geometry, computed with ωB97M-V with the def2-TZVPD basis set.

The geometry in XYZ format:
```
53
Properties=species:S:1:pos:R:3:lowdin_charge:R:1
Eu -0.481 -0.590 -0.429 1.697
S -7.175 2.805 -2.363 0.592
C -5.751 2.076 -2.074 -1.508
S -5.594 0.397 -1.658 0.903
C -3.863 0.356 -1.399 -1.177
C -3.208 1.589 -1.571 -1.160
S -1.561 1.896 -1.360 0.559
S -4.236 2.926 -2.012 0.899
S -3.187 -1.112 -0.939 0.590
B 1.922 -2.915 -1.742 -0.413
N 1.539 -1.788 -2.754 -0.090
C 2.131 -1.526 -3.923 -0.087
C 1.354 -0.618 -4.628 -0.065
C 0.267 -0.384 -3.790 -0.190
N 0.387 -1.090 -2.661 -0.109
N 2.390 -2.281 -0.390 -0.080
C 3.258 -2.844 0.454 -0.082
C 3.240 -2.142 1.648 -0.056
C 2.299 -1.143 1.437 -0.172
N 1.787 -1.227 0.201 -0.092
H 2.850 -3.531 -2.203 0.071
H 0.937 -3.582 -1.550 0.066
H 3.059 -2.007 -4.185 0.120
H 1.535 -0.213 -5.609 0.091
H -0.590 0.255 -3.941 0.094
H 3.832 -3.705 0.153 0.121
H 3.805 -2.339 2.542 0.092
H 1.976 -0.371 2.116 0.094
N -2.483 1.190 1.655 0.014
N -2.051 0.756 2.900 -0.036
C -1.356 -0.429 2.958 -0.430
N -0.968 -0.880 4.167 0.173
N -1.124 -1.016 1.824 -0.031
N -0.530 -2.238 1.746 -0.455
O -0.512 -2.689 0.499 -0.277
O -0.074 -2.889 2.752 -0.077
H -2.243 2.156 1.487 0.069
H -3.472 1.025 1.510 0.091
H -2.335 1.223 3.744 0.136
H -1.364 -0.509 5.010 0.100
H -0.553 -1.812 4.130 0.080
C 1.084 3.169 2.803 -0.018
O 1.566 3.229 1.451 -0.007
C 1.235 2.206 0.664 -0.588
O 0.535 1.273 1.025 -0.080
N 1.788 2.345 -0.557 0.030
N 1.489 1.412 -1.548 0.010
H 1.775 3.761 3.393 0.096
H 1.055 2.143 3.158 0.087
H 0.086 3.602 2.853 0.094
H 2.253 3.211 -0.775 0.161
H 2.343 1.030 -1.936 0.106
H 0.934 1.840 -2.281 0.042
```

frontier orbital gap (spin up / spin down) = 5.5 / 6.2 eV
lowest unoccupied orbital energy (spin up / spin down) = -0.4 / -2.3 eV
multiplicity = 7
net charge = 0
relative energy (zero: lowest compared OMol25 entry of this formula, charge and spin) = 2.1615 eV
highest occupied orbital energy (spin up / spin down) = -5.94 / -8.55 eV

Energy, record by record: -1138.6247 -823.5106 -5549.2480 -919.4386 -942.5146 -4097.9984 Ha